Entry w
This record from OMol25 describes a single C4H10N2OS molecule. The level of theory is ωB97M-V/def2-TZVPD.

Last column: Mulliken charge in e.
Geometry (Å):
1 C -1.5703 -0.5599 1.1389  -1.024
2 C -1.4078 -0.0853 -0.2203  -0.268
3 N -0.5174 -0.6614 -1.1719  -0.399
4 C 0.6966 -0.8341 -0.4189  0.041
5 S 1.3823 -2.2598 -0.1435  -0.414
6 N 1.2652 0.3573 0.1070  0.303
7 C 1.1166 1.6287 -0.5613  -0.967
8 O 2.4592 0.2619 0.8298  -0.421
9 H -2.1754 0.1857 1.8232  0.293
10 H -0.6386 -0.9148 1.5931  0.315
11 H -2.1441 -1.5217 1.0167  0.309
12 H -1.1054 0.9288 -0.1934  0.190
13 H -2.5077 -0.1498 -0.6154  0.364
14 H -0.7427 -1.6904 -1.3979  0.406
15 H 0.2148 1.3458 -1.2900  0.424
16 H 0.8660 2.4227 0.1635  0.285
17 H 1.9814 2.1404 -1.0172  0.239
18 H 2.8271 -0.5942 0.3575  0.322

Properties
HOMO energy (Eh): -0.3289
SMILES: CCNC(=S)N(C)O
Orbital gap (eV): 9.64



Entry x
This record from OMol25 describes 2 unconnected molecules or ions with the total composition C4H10N2OS. The level of theory is ωB97M-V/def2-TZVPD.

Last column: Mulliken charge in e.
Geometry (Å):
1 C -3.3801 -0.0559 -0.2026  -0.545
2 C 1.6902 -0.4161 0.8884  -0.774
3 C 0.1657 -0.0916 0.6557  -0.530
4 C 2.2630 -0.2647 -0.5958  -0.451
5 N 0.1182 0.5418 -0.6728  -0.303
6 N 1.0658 -0.1960 -1.4336  -0.487
7 O -2.2872 2.1069 0.6404  -0.537
8 S -2.5362 1.2829 -0.5638  0.385
9 H -3.6128 -0.4767 0.7127  0.348
10 H -3.6852 -0.8301 -0.9060  0.315
11 H 2.0246 0.1744 1.6626  0.397
12 H 1.7783 -1.3485 1.1945  0.341
13 H -0.2322 -1.1697 0.7206  0.272
14 H -0.1219 0.5823 1.4255  0.397
15 H 2.8569 0.6662 -0.4716  0.185
16 H 3.0227 -0.9853 -0.8627  0.402
17 H 0.2868 1.5002 -0.4402  0.306
18 H 0.5832 -1.0201 -1.7513  0.279

Properties
HOMO energy (Eh): -0.3334
Orbital gap (eV): 9.37



Entry y
This record from OMol25 describes a single C4H10N2OS molecule. The level of theory is ωB97M-V/def2-TZVPD.

Last column: Mulliken charge in e.
Geometry (Å):
1 C -0.4414 2.5928 2.6966  -0.638
2 N 0.3256 1.5274 2.0219  -0.208
3 N -0.4376 0.4064 1.9109  -0.411
4 C -0.0970 -0.4325 1.0148  -0.261
5 O 1.0021 -0.3561 0.2934  -0.444
6 C 1.0772 -1.2127 -0.9214  -0.481
7 S 0.1482 -0.6142 -2.4287  -0.026
8 C -1.4211 -1.2578 -1.8631  -0.781
9 H -1.6826 2.7269 2.3163  0.207
10 H -0.3796 2.1967 3.8094  0.210
11 H -0.0733 3.6001 2.6617  0.343
12 H 0.6467 1.5978 1.0755  0.234
13 H -0.4927 -1.3678 0.8932  0.748
14 H 0.7388 -2.3216 -0.7293  0.306
15 H 2.1919 -1.4139 -0.9667  0.323
16 H -1.4114 -2.3747 -2.1311  0.271
17 H -2.1349 -0.6506 -2.6513  0.264
18 H -1.7152 -0.9912 -0.8574  0.345

Properties
HOMO energy (Eh): -0.3005
SMILES: CN/N=C\OCSC
Orbital gap (eV): 8.92



Entry z
This record from OMol25 describes a molecular structure, C4H10N2OS. The level of theory is ωB97M-V/def2-TZVPD.

Last column: Mulliken charge in e.
Geometry (Å):
1 C 1.5077 0.0864 -0.0245  0.188
2 C 0.6844 -0.8766 0.1378  0.248
3 C 1.1890 1.5563 -0.0353  -1.194
4 C 0.9012 -2.3312 0.0222  -1.067
5 N -1.6310 0.9940 1.4629  -0.645
6 N -1.6366 1.1499 -1.1039  -0.488
7 O -2.3527 -0.9404 -0.1741  -0.659
8 S -1.4653 0.1651 0.1708  0.761
9 H 2.6172 -0.1805 -0.0006  0.196
10 H 0.6835 1.6957 -1.0904  0.243
11 H 0.4586 1.7595 0.7562  0.333
12 H 2.2153 1.9085 0.1323  0.389
13 H 0.1408 -2.7426 -0.8208  0.226
14 H 0.7291 -2.9242 0.9029  0.295
15 H 1.9586 -2.4811 -0.1769  0.361
16 H -1.8109 0.2911 2.2541  0.258
17 H -1.7812 2.0504 -0.8009  0.274
18 H -2.4076 0.8196 -1.6120  0.282

Properties
HOMO energy (Eh): -0.3218
Orbital gap (eV): 8.80



Which one is most stable, and which one is least stable? entry w is the most stable of them, while entry z is the least stable.